Below is a structure of composition C28H32NO9PSV in a non-equilibrium geometry, with properties calculated with ωB97M-V/def2-TZVPD.

Each line ends with the Mulliken charge.
Element x y z (Å)
V (1.587, -0.596, -0.421)  0.789
O (3.693, -1.751, -0.918)  -0.359
C (4.771, -1.551, -0.004)  -0.619
C (4.565, -2.326, 1.286)  -1.002
N (3.332, -1.990, 1.949)  0.473
C (2.330, -3.018, 2.036)  -0.358
C (1.737, -3.314, 0.657)  0.318
O (1.903, -4.386, 0.106)  -0.722
O (1.072, -2.313, 0.124)  -0.252
C (3.326, -0.832, 2.792)  -0.953
C (2.920, 0.488, 2.126)  0.519
O (3.297, 1.554, 2.565)  -0.732
O (2.111, 0.349, 1.108)  -0.374
H (3.533, -2.697, -1.037)  0.304
H (4.788, -0.475, 0.177)  0.274
H (5.724, -1.829, -0.469)  0.401
H (5.435, -2.150, 1.938)  0.462
H (4.550, -3.397, 1.057)  0.417
H (1.532, -2.677, 2.697)  0.213
H (2.741, -3.959, 2.423)  0.286
H (4.324, -0.666, 3.214)  0.255
H (2.643, -0.977, 3.636)  0.376
O (2.602, 0.739, -1.652)  -0.701
S (1.951, 0.208, -2.901)  1.622
O (2.783, 0.141, -4.059)  -0.707
O (1.378, -1.098, -2.440)  -0.768
C (0.604, 1.305, -3.202)  -0.410
C (0.620, 1.953, -4.439)  -0.598
C (-0.323, 2.927, -4.705)  -0.697
C (-1.246, 3.253, -3.719)  -0.867
C (-1.234, 2.589, -2.505)  -0.271
C (-0.322, 1.575, -2.190)  0.002
P (-0.567, 0.529, -0.390)  3.270
C (-2.080, -0.116, -1.186)  0.886
C (-3.305, 0.547, -1.197)  -0.181
C (-4.407, -0.006, -1.831)  -0.729
C (-4.305, -1.237, -2.466)  -0.757
C (-3.090, -1.906, -2.457)  -0.626
C (-1.987, -1.352, -1.822)  -0.675
C (-0.683, 2.162, 0.435)  0.108
C (-1.778, 2.546, 1.197)  0.203
C (-1.820, 3.793, 1.809)  -0.903
C (-0.739, 4.655, 1.703)  -0.673
C (0.378, 4.261, 0.975)  -0.698
C (0.398, 3.033, 0.334)  -0.205
H (1.373, 1.690, -5.168)  0.574
H (-0.327, 3.438, -5.660)  0.365
H (-1.978, 4.032, -3.895)  0.425
H (-1.967, 2.881, -1.762)  0.187
H (-3.412, 1.500, -0.695)  0.099
H (-5.350, 0.528, -1.825)  0.449
H (-5.165, -1.669, -2.962)  0.342
H (-2.993, -2.868, -2.944)  0.457
H (-1.045, -1.890, -1.827)  0.326
H (-2.604, 1.860, 1.328)  -0.113
H (-2.692, 4.076, 2.386)  0.428
H (-0.757, 5.620, 2.195)  0.353
H (1.241, 4.910, 0.906)  0.449
H (1.276, 2.743, -0.232)  0.239
C (-1.621, -0.851, 3.378)  -1.723
C (-1.910, -1.092, 1.889)  1.598
C (-1.667, -2.559, 1.530)  -1.105
C (-3.387, -0.786, 1.610)  -1.694
O (-1.013, -0.258, 1.195)  -0.770
H (-1.450, 0.214, 3.537)  0.336
H (-2.447, -1.174, 4.018)  0.361
H (-0.722, -1.387, 3.693)  0.226
H (-2.429, -3.201, 1.985)  0.481
H (-0.693, -2.890, 1.879)  -0.052
H (-1.701, -2.699, 0.449)  0.171
H (-4.005, -1.443, 2.226)  0.615
H (-3.649, -0.959, 0.565)  0.348
H (-3.647, 0.244, 1.867)  0.290

Net charge: -1
Energy above the lowest of the compared OMol25 structures with the same formula, charge and spin: 51.15 kcal per mole
Gap between HOMO and LUMO (alpha / beta): 8.0 / 7.9 eV
2S+1: 3
DFT total energy: -3501.82687 hartree

***

Below is an isolated molecule of C15H11N7O2S in a non-equilibrium geometry, with properties calculated with ωB97M-V/def2-TZVPD.

Each line ends with the Mulliken charge.
Element x y z (Å)
O (-1.278, -0.198, -1.946)  -0.673
C (-2.051, -0.540, -1.077)  0.499
C (-3.192, 0.208, -0.567)  0.576
C (-3.483, 1.495, -1.014)  -0.686
C (-4.552, 2.175, -0.473)  -0.570
C (-5.338, 1.585, 0.517)  -0.404
C (-5.062, 0.316, 0.973)  -0.273
C (-3.979, -0.387, 0.435)  0.391
N (-3.702, -1.650, 0.902)  -0.547
N (-2.734, -2.290, 0.483)  -0.796
N (-1.923, -1.800, -0.467)  0.694
C (-0.793, -2.589, -0.790)  -0.607
S (0.717, -2.212, 0.235)  -0.220
C (0.500, -0.538, 0.616)  0.374
N (-0.631, 0.060, 0.935)  0.106
N (-0.335, 1.334, 1.129)  -0.764
N (0.899, 1.556, 0.966)  -0.344
N (1.490, 0.401, 0.639)  0.571
C (2.863, 0.307, 0.387)  0.560
C (3.568, -0.854, 0.671)  -0.767
C (4.923, -0.909, 0.406)  -0.679
C (5.582, 0.194, -0.128)  0.847
O (6.908, 0.181, -0.399)  -0.544
C (4.868, 1.363, -0.390)  -0.601
C (3.517, 1.421, -0.134)  -0.457
H (-2.856, 1.932, -1.775)  0.453
H (-4.783, 3.173, -0.813)  0.406
H (-6.170, 2.135, 0.932)  0.376
H (-5.652, -0.155, 1.742)  0.464
H (-0.502, -2.405, -1.826)  0.405
H (-0.998, -3.640, -0.596)  0.374
H (3.069, -1.707, 1.105)  0.393
H (5.473, -1.813, 0.624)  0.277
H (7.289, -0.677, -0.175)  0.277
H (5.395, 2.211, -0.796)  0.402
H (2.952, 2.318, -0.330)  0.487

Net charge: 0
Energy above the lowest of the compared OMol25 structures with the same formula, charge and spin: 0.71 kcal per mole
SMILES string: O=c1c2ccccc2nnn1CSc1nnnn1-c1ccc(O)cc1
Gap between HOMO and LUMO: 8.9 eV
DFT total energy: -1510.11057 hartree

***

Below is the ion C11H15IN3 with charge +1, with properties calculated with ωB97M-V/def2-TZVPD.

Each line ends with the Mulliken charge.
Element x y z (Å)
C (0.398, -2.109, 1.438)  -1.894
C (-0.195, -1.122, 0.491)  0.419
C (-1.381, -1.322, -0.121)  0.524
N (-2.288, -2.455, 0.076)  0.016
C (-2.035, -0.341, -0.991)  -0.796
N (-2.907, -1.002, -1.921)  -0.542
I (-3.730, 0.624, 0.578)  -0.055
N (-1.192, 0.633, -1.454)  -0.053
C (-0.036, 0.983, -0.779)  -0.054
C (0.621, 2.170, -1.091)  -0.875
C (1.791, 2.502, -0.446)  -0.771
C (2.344, 1.661, 0.526)  0.334
C (3.610, 2.051, 1.215)  -1.534
C (1.695, 0.478, 0.826)  -0.591
C (0.504, 0.111, 0.189)  1.282
H (0.448, -1.671, 2.433)  0.423
H (1.413, -2.357, 1.135)  0.424
H (-0.178, -3.028, 1.503)  0.345
H (-1.829, -3.368, 0.065)  0.392
H (-2.842, -2.341, 0.936)  0.375
H (-2.930, -2.294, -0.773)  0.508
H (-2.408, -1.249, -2.773)  0.226
H (-3.719, -0.450, -2.180)  0.302
H (-1.561, 1.323, -2.096)  0.285
H (0.202, 2.830, -1.834)  0.365
H (2.288, 3.428, -0.687)  0.449
H (3.467, 2.981, 1.764)  0.356
H (3.936, 1.284, 1.910)  0.359
H (4.399, 2.221, 0.485)  0.367
H (2.115, -0.170, 1.577)  0.410

Net charge: +1
Energy above the lowest of the compared OMol25 structures with the same formula, charge and spin: 0.00 kcal per mole
SMILES string: CC1=C([NH3+])[C@@](N)(I)Nc2ccc(C)cc21
Gap between HOMO and LUMO: 7.4 eV
DFT total energy: -889.91699 hartree